Here is a 10-piece molecular cluster, C23H52F12N10O27S12 overall at a distorted geometry from the Open Molecules 2025 dataset. Energies are from the ωB97M-V functional and the def2-TZVPD basis.

Properties
**Energy above the lowest of the compared OMol25 structures with the same formula, charge and spin**: 7.596 eV
**Energy**: -9462.51359 a.u.
**Charge**: -2
**Lowest unoccupied orbital energy**: -4.21 eV

Atoms and positions in Å:
C  -7.968180  13.795780  18.119580
C  -8.593470  12.487950  17.822220
O  -7.982570  11.474100  17.471060
N  -10.127400  12.384920  18.020000
H  -10.337840  12.587530  18.986830
H  -10.665930  12.960820  17.388790
C  -10.722650  10.951110  17.777380
H  -8.553480  14.456720  18.758870
H  -8.023030  14.334040  17.173350
H  -6.957000  13.722520  18.519880
H  -11.802000  11.099730  17.809330
H  -10.237690  10.300500  18.505130
H  -10.591610  10.628350  16.744550
C  -1.800240  7.095420  6.942580
C  -3.269220  7.608160  6.703080
O  -3.586730  8.356180  5.758540
N  -4.332600  7.235590  7.849350
H  -4.346350  6.226300  7.814230
H  -4.039980  7.596000  8.746340
C  -5.807180  7.682490  7.622150
H  -1.886580  6.009720  6.898820
H  -1.436990  7.489840  7.891570
H  -1.157930  7.408630  6.119520
H  -6.248940  7.969480  8.576390
H  -6.558940  6.914570  7.439800
H  -5.861690  8.434140  6.834650
C  -15.953870  4.092530  11.804090
C  -16.470070  5.056400  10.714120
C  -18.010440  4.605130  10.387500
C  -18.802590  5.723700  9.731240
C  -18.801130  6.958920  10.490740
C  -17.361350  7.504500  10.783510
N  -16.443490  6.464790  11.351430
O  -15.142450  6.949140  11.638990
C  -17.473490  8.675360  11.876650
C  -16.805250  8.035320  9.452980
C  -15.737100  4.942170  9.316310
H  -16.720660  4.167930  12.575090
H  -14.982210  4.344710  12.228810
H  -15.927100  3.116310  11.319980
H  -18.586450  4.276510  11.252550
H  -18.090260  3.678220  9.819530
H  -19.797880  5.279400  9.740340
H  -18.481840  5.897400  8.704090
H  -19.166940  6.812170  11.506990
H  -19.465780  7.679480  10.014160
H  -17.583580  8.280980  12.886820
H  -18.414300  9.225750  11.883870
H  -16.666790  9.401590  11.976380
H  -17.117080  9.056320  9.233020
H  -16.928160  7.432130  8.553450
H  -15.736320  8.245290  9.490350
H  -15.196200  4.008640  9.161170
H  -14.843840  5.563740  9.378130
H  -16.196250  5.364020  8.422260
C  -7.787230  6.454890  17.631010
C  -7.361650  6.440020  16.183520
C  -7.909450  5.253210  15.396330
N  -7.762620  5.472950  13.854070
C  -6.326680  5.653550  13.410760
C  -8.105440  4.223160  12.935410
C  -8.667560  4.759550  11.580310
C  -9.438030  6.066540  11.934550
C  -8.645110  6.588740  13.219510
H  -8.842500  6.256150  17.818170
H  -7.797470  7.522630  17.849940
H  -7.200130  5.847940  18.320220
H  -6.282000  6.434690  16.033760
H  -7.719280  7.387600  15.780680
H  -8.965090  4.988410  15.456320
H  -7.448470  4.280750  15.569300
H  -6.094060  6.635670  13.822390
H  -6.058750  5.584140  12.356490
H  -5.732850  4.929410  13.968520
H  -7.301800  3.490110  13.005360
H  -8.847150  3.630710  13.471110
H  -7.863930  4.921390  10.861920
H  -9.359570  4.099230  11.057620
H  -9.510460  6.703030  11.052660
H  -10.460650  5.885290  12.265450
H  -8.050430  7.489730  13.069010
H  -9.394770  6.828170  13.973700
N  -12.267570  5.059650  15.310430
S  -12.617790  3.649080  16.262560
O  -14.003390  3.199030  16.168390
O  -11.957010  3.490290  17.572410
F  -11.793440  2.571250  15.251540
S  -13.192560  5.926690  16.104610
O  -12.874220  6.411510  17.431250
O  -14.601780  5.839930  15.716370
F  -12.769000  7.307940  15.246230
N  -4.773280  3.518300  8.264810
S  -5.774260  2.876030  7.046050
O  -7.241130  3.075430  7.224490
O  -5.298820  1.799890  6.230700
F  -5.463870  4.138020  6.060560
S  -4.625800  2.229880  8.989640
O  -3.551630  1.432340  8.459670
O  -5.891230  1.540680  9.422470
F  -4.160620  2.918450  10.331530
N  -1.750750  4.039130  21.712760
S  -2.225920  5.366090  20.738500
O  -1.434510  5.759750  19.550250
O  -2.868670  6.433250  21.454030
F  -3.471880  4.610390  20.093420
S  -0.314740  4.474880  21.993150
O  -0.165380  5.841590  22.473410
O  0.728300  3.864470  21.152300
F  -0.263490  3.662020  23.281390
N  -8.376050  6.184750  25.359600
S  -9.253410  7.472500  26.019260
O  -10.687140  7.467210  25.714080
O  -8.567140  8.743420  26.077300
F  -9.320090  7.048750  27.552160
S  -8.728950  6.309980  23.966470
O  -8.195880  7.524950  23.343590
O  -9.928370  5.731300  23.446540
F  -7.545220  5.346540  23.512620
N  -9.251760  11.071240  6.365500
S  -10.012750  11.605650  5.213110
O  -10.741020  12.812060  5.369570
O  -10.556030  10.588280  4.277190
F  -8.714650  12.117940  4.451950
S  -10.629850  10.259930  6.975220
O  -10.613670  8.781980  6.692570
O  -11.870440  10.932450  7.183390
F  -10.017060  10.247060  8.483970
N  -6.769540  -1.323250  17.587640
S  -5.558320  -1.163640  16.702190
O  -4.870580  0.067860  16.780920
O  -5.804710  -1.760490  15.392780
F  -4.571380  -2.120150  17.396850
S  -7.719390  -0.142540  16.815420
O  -7.668270  0.108860  15.368820
O  -7.780140  1.057320  17.635450
F  -9.236350  -0.695870  17.016490

Atomic forces in eV per Å
C -0.8 0.8 0.0
C 2.7 -3.9 -0.7
O -2.9 3.6 1.1
N 0.2 -2.3 -0.9
H -0.2 0.5 0.4
H 0.1 0.9 0.0
C 0.3 0.9 -0.3
H -0.2 -0.3 0.4
H 0.6 0.1 -0.3
H -0.1 -0.3 -0.4
H 0.1 -0.3 0.9
H -0.5 -0.1 -0.2
H 0.8 0.1 0.2
C -2.2 0.0 -0.3
C 0.5 3.8 -3.5
O 0.5 -3.6 4.5
N -1.3 0.4 -2.3
H 0.2 -1.0 0.6
H 0.4 -0.2 0.3
C -0.3 0.2 0.4
H 0.4 -0.2 0.5
H 0.0 -0.3 0.1
H -0.4 0.2 0.1
H 0.8 1.0 0.1
H 1.0 -0.9 -0.9
H 0.2 0.0 0.4
C -0.2 0.6 -0.6
C -2.0 -2.4 0.0
C 0.9 1.1 0.8
C -0.2 -2.4 -0.9
C 0.9 0.9 2.4
C -1.6 2.7 1.1
N 8.4 2.7 -3.0
O -8.7 -3.3 -0.9
C -0.2 -0.6 0.5
C 1.9 0.7 -0.5
C 2.0 2.0 1.1
H 0.3 -0.6 0.3
H 0.0 0.0 -0.2
H 0.0 -0.1 0.4
H 0.4 0.5 0.8
H 1.0 0.2 -0.5
H -0.3 0.5 -0.6
H -0.1 -0.1 -0.1
H -0.6 -0.3 0.0
H 0.6 0.5 0.1
H 0.5 -0.7 0.0
H -0.1 0.0 -1.2
H 0.2 -0.3 -0.7
H -1.0 -0.2 0.3
H -0.4 -0.2 0.4
H 0.3 -0.5 0.4
H -1.1 -0.6 0.2
H 0.2 0.4 0.2
H -0.7 -0.6 0.3
C -0.4 0.7 0.6
C -0.4 -0.8 -0.8
C -0.5 -0.4 -1.9
N 0.2 -1.1 -3.9
C 0.4 1.2 2.3
C -1.8 -0.5 1.2
C 0.1 0.1 0.7
C 1.6 -0.8 1.2
C -0.9 0.0 0.3
H -0.1 -0.7 -0.5
H 0.7 0.0 0.9
H 0.1 0.3 -0.1
H 0.1 0.1 0.5
H -0.1 -0.1 -0.5
H -0.3 0.7 0.5
H 0.6 0.2 0.3
H 0.6 0.1 -0.4
H -0.9 0.0 0.0
H 0.0 -0.1 -0.1
H 0.6 0.6 -0.7
H -0.7 0.4 0.0
H 0.1 0.3 0.1
H 0.2 -0.5 0.5
H 0.4 0.4 0.4
H 0.1 -0.3 0.0
H 0.2 -0.3 -0.1
H 0.1 0.0 0.1
N 1.6 -5.1 1.2
S 1.6 -4.7 0.4
O 2.1 0.9 -0.2
O -1.2 1.1 -3.4
F -1.0 1.8 1.3
S -4.3 8.0 0.2
O -0.2 -1.4 -0.9
O 1.5 -0.1 0.9
F 0.0 -0.3 0.0
N -3.1 2.3 -4.7
S -3.7 3.4 -2.7
O 3.7 -0.8 0.3
O -0.1 0.2 1.3
F 0.2 0.3 0.2
S -0.2 -6.3 5.5
O -0.6 0.2 1.1
O 3.1 1.7 -1.6
F 0.8 -0.2 0.7
N -2.5 3.0 -3.7
S -1.7 0.0 -1.7
O -0.8 -1.2 2.5
O 0.7 -0.6 0.0
F 0.3 -0.1 0.0
S 4.2 0.1 0.3
O 0.4 -0.9 -1.1
O -1.5 1.4 1.2
F 1.1 -1.5 2.4
N -1.4 2.5 9.2
S -1.4 0.5 1.4
O 2.2 0.1 -0.2
O -0.3 -1.4 -0.3
F 0.7 -0.5 -0.1
S 2.3 0.3 -10.2
O -1.9 -0.2 0.4
O 0.0 0.2 0.3
F -0.3 -1.2 -0.5
N -1.8 -3.0 4.6
S -0.5 1.9 -8.9
O -0.8 0.5 0.4
O 0.5 1.7 2.0
F 0.5 0.2 -0.6
S 2.3 -5.8 3.4
O -0.3 4.2 0.2
O 0.3 0.1 -0.8
F -0.2 0.1 -0.2
N -4.6 2.0 0.1
S 2.9 -2.0 -4.6
O 0.4 1.4 -0.2
O 1.2 0.4 1.1
F 0.6 -1.3 1.0
S -2.5 2.7 0.9
O 0.1 -1.0 2.3
O 0.5 -1.3 -0.7
F 1.2 -0.6 0.0